{"formula": "C42H79F4N13O12S4", "method": "ωB97M-V/def2-TZVPD", "charge": 2, "homo_ha": -0.3023, "energy_ev": -142959.1587, "lumo_ha": -0.1724, "species": ["C", "C", "N", "C", "C", "N", "C", "C", "H", "H", "H", "H", "H", "H", "H", "H", "H", "H", "H", "C", "C", "N", "C", "C", "N", "C", "C", "H", "H", "H", "H", "H", "H", "H", "H", "H", "H", "H", "C", "C", "N", "C", "C", "N", "C", "C", "H", "H", "H", "H", "H", "H", "H", "H", "H", "H", "H", "C", "C", "N", "C", "C", "N", "C", "C", "H", "H", "H", "H", "H", "H", "H", "H", "H", "H", "H", "C", "C", "N", "C", "C", "N", "C", "C", "H", "H", "H", "H", "H", "H", "H", "H", "H", "H", "H", "C", "C", "C", "N", "C", "C", "C", "C", "C", "H", "H", "H", "H", "H", "H", "H", "H", "H", "H", "H", "H", "H", "H", "H", "H", "H", "H", "N", "S", "O", "O", "F", "S", "O", "O", "F", "N", "S", "O", "O", "F", "S", "O", "O", "F", "C", "C", "O", "O", "H", "H", "H", "C", "C", "O", "O", "H", "H", "H"], "positions_angstrom": [[-20.56114, -6.55595, -0.98293], [-21.93915, -7.23016, -1.05676], [-22.10198, -8.15307, -2.25369], [-22.86017, -9.29728, -2.26849], [-22.78853, -9.85025, -3.56497], [-21.94807, -9.06095, -4.28955], [-21.52795, -8.06843, -3.51600], [-21.51376, -9.37910, -5.62902], [-19.80400, -7.29204, -1.25313], [-20.28047, -6.25230, 0.02559], [-20.44051, -5.71914, -1.67090], [-22.70643, -6.45676, -1.09182], [-22.24217, -7.76070, -0.15410], [-23.48791, -9.34858, -1.39116], [-23.34321, -10.67138, -3.99447], [-20.84733, -7.26400, -3.75275], [-20.64479, -8.76768, -5.87222], [-22.19936, -9.20313, -6.45792], [-21.12033, -10.39042, -5.73174], [-17.65288, -10.22894, -18.07974], [-17.96714, -9.43282, -16.86164], [-17.83865, -10.11806, -15.63072], [-17.76399, -9.49279, -14.44032], [-17.60533, -10.30218, -13.40452], [-17.50436, -11.52825, -14.00387], [-17.63969, -11.45516, -15.36272], [-17.37559, -12.67864, -13.21849], [-16.73503, -10.79818, -17.93256], [-17.66287, -9.46365, -18.85584], [-18.37661, -11.04381, -18.09763], [-19.00856, -9.11102, -16.86269], [-17.42806, -8.48749, -16.79981], [-17.83873, -8.41633, -14.39529], [-17.61954, -10.23578, -12.32666], [-17.42119, -12.27182, -16.03483], [-17.16297, -13.53820, -13.85413], [-18.27710, -12.82151, -12.62270], [-16.52060, -12.51345, -12.56290], [-17.64023, -16.07187, -6.08462], [-16.81605, -15.63665, -4.89831], [-16.53890, -16.73182, -4.10096], [-15.42748, -17.58995, -4.23848], [-15.36282, -18.36459, -3.12642], [-16.39533, -18.02736, -2.24907], [-17.06659, -17.04787, -2.92718], [-16.70803, -18.53380, -0.89936], [-17.11016, -16.59788, -6.87862], [-18.04312, -15.23791, -6.65933], [-18.49885, -16.68883, -5.81960], [-17.38149, -14.85228, -4.39518], [-15.85286, -15.17333, -5.11211], [-14.92550, -17.43923, -5.18278], [-14.84625, -19.27809, -2.87136], [-17.83889, -16.44615, -2.47125], [-15.97014, -18.27174, -0.14111], [-16.68249, -19.62351, -0.89911], [-17.77376, -18.39560, -0.71711], [-9.90556, -6.38215, -6.17360], [-10.38037, -4.90807, -6.32400], [-10.23191, -4.39268, -5.03681], [-10.93021, -4.77403, -3.89617], [-10.61044, -4.01581, -2.83929], [-9.63079, -3.20587, -3.29758], [-9.33683, -3.47165, -4.61269], [-9.01063, -2.13776, -2.44804], [-8.85616, -6.39176, -5.87904], [-9.93141, -6.86843, -7.14877], [-10.38772, -7.06215, -5.47130], [-11.32611, -4.77516, -6.84935], [-9.74243, -4.34325, -7.00379], [-11.81604, -5.38629, -3.97894], [-10.96508, -4.01753, -1.81918], [-8.54546, -3.08691, -5.23887], [-8.83249, -2.30632, -1.38599], [-9.60459, -1.22401, -2.46728], [-8.17366, -1.83857, -3.07897], [-15.79434, -2.69210, -2.24770], [-16.41428, -2.32254, -3.68379], [-15.44938, -1.72478, -4.63348], [-14.93033, -2.33838, -5.66454], [-13.93123, -1.54047, -6.23043], [-13.82820, -0.40552, -5.41390], [-14.75385, -0.57288, -4.40762], [-12.97121, 0.85692, -5.53092], [-14.86212, -3.25696, -2.24886], [-16.50500, -3.33009, -1.72230], [-15.75902, -1.88141, -1.51994], [-17.35015, -1.78384, -3.53537], [-16.85364, -3.22735, -4.10376], [-15.26313, -3.32864, -5.93846], [-13.35223, -1.72419, -7.12341], [-14.93826, 0.01514, -3.52070], [-13.69488, 1.67202, -5.52777], [-12.41401, 0.78495, -6.46497], [-12.21676, 1.01395, -4.76004], [-6.01863, -13.92434, -2.34529], [-7.55084, -13.72868, -2.20775], [-7.97362, -13.43984, -0.74966], [-9.45050, -13.06268, -0.51503], [-9.83714, -11.72287, -1.23979], [-10.50936, -14.18428, -0.86949], [-11.64505, -14.07503, 0.14413], [-11.36976, -12.93882, 1.09291], [-9.84701, -12.84064, 0.96548], [-5.75786, -14.82622, -1.79149], [-5.44323, -13.05107, -2.03802], [-5.73645, -14.09275, -3.38457], [-8.05928, -14.63097, -2.54755], [-7.76465, -12.83073, -2.78746], [-7.38192, -12.61277, -0.35728], [-7.88143, -14.32259, -0.11692], [-9.59577, -11.80332, -2.29968], [-9.29213, -10.87343, -0.82807], [-10.88537, -11.43340, -1.16545], [-10.89254, -14.23468, -1.88867], [-9.84904, -15.03517, -0.70198], [-12.55764, -13.78911, -0.37887], [-11.65016, -15.00295, 0.71599], [-11.86210, -12.01188, 0.79883], [-11.79737, -13.10178, 2.08219], [-9.45087, -11.87665, 1.28470], [-9.32353, -13.57357, 1.57940], [-18.68630, -13.84801, 0.93136], [-18.38580, -13.72428, 2.57618], [-19.50094, -14.18784, 3.37485], [-17.54265, -12.66987, 3.02778], [-17.36180, -14.98863, 2.71837], [-18.47795, -12.45150, 0.53480], [-17.13344, -12.05616, 0.24767], [-19.42676, -11.41016, 0.95127], [-18.99612, -12.60435, -0.89551], [-15.02469, -8.00055, -5.39820], [-15.34177, -8.90683, -6.82676], [-16.30621, -9.99101, -6.88450], [-14.33220, -8.92293, -7.87413], [-16.21323, -7.70680, -7.36076], [-15.34029, -9.07237, -4.42105], [-14.45596, -10.28183, -4.50678], [-16.77399, -9.21978, -4.03714], [-14.66514, -8.29412, -3.18399], [-20.49721, -4.82405, -7.98796], [-21.40815, -3.94148, -7.33833], [-21.27337, -3.86059, -6.05392], [-21.94147, -3.08835, -8.09574], [-20.30294, -4.83304, -9.06047], [-20.60030, -5.85329, -7.64425], [-19.47573, -4.72910, -7.61964], [-11.33882, -12.69277, -7.50276], [-12.04955, -13.95400, -8.04117], [-13.06542, -13.73650, -8.72032], [-11.60244, -15.03173, -7.63838], [-12.10159, -12.03418, -7.08739], [-11.04269, -12.09299, -8.36339], [-10.68679, -12.88003, -6.64960]], "atomic_forces_ev_per_a": [[0.3, -1.0, -0.3], [-0.2, 0.6, -0.5], [1.2, -0.4, -2.2], [-0.4, 0.5, -1.4], [-1.0, 0.4, 2.7], [-0.2, -0.1, 0.7], [-0.1, 1.3, 2.3], [1.6, 0.3, -1.4], [0.1, -0.1, 0.0], [-0.5, 0.1, 0.0], [-0.3, 0.0, 0.1], [-0.1, 0.0, -0.6], [0.6, -0.6, -0.2], [-0.1, -1.2, -0.3], [0.3, 0.0, 0.1], [0.0, -0.2, -0.4], [0.0, 0.2, 0.2], [-0.6, 0.1, 0.6], [-0.4, -0.1, 0.5], [0.0, -0.6, 1.0], [-1.0, 1.5, -0.4], [1.5, -3.3, 1.9], [-0.7, 3.8, 0.1], [0.0, -1.6, -0.4], [-0.6, 0.5, -2.3], [0.3, 1.8, 1.8], [0.7, -1.8, 0.9], [0.6, 0.7, -0.5], [0.1, -1.0, -0.6], [-0.5, 0.3, -1.0], [-0.2, 0.0, -0.4], [0.4, -0.2, 0.1], [-0.1, 0.0, -0.1], [0.2, 0.4, -0.2], [-0.4, 0.2, 0.0], [-0.2, -0.1, 0.2], [0.1, -0.2, -0.1], [-0.1, -0.3, 0.2], [-0.3, 0.2, -1.7], [-0.8, 2.3, -1.9], [1.8, -3.7, 4.1], [-0.9, 0.9, -0.5], [-0.2, -1.1, 0.5], [-0.5, 1.9, -2.6], [-0.5, 0.5, 1.8], [-0.2, -1.4, -0.7], [0.5, -0.3, 0.4], [0.0, 0.4, 0.4], [0.1, 0.0, 0.4], [0.1, -0.3, 0.6], [-0.1, 0.0, -0.6], [0.6, -0.7, 0.3], [0.6, 0.4, -0.4], [-0.2, -0.2, 0.0], [-0.5, 0.8, -0.1], [0.3, -0.2, -0.5], [0.3, 0.9, 0.4], [0.5, -0.2, -1.5], [0.9, -2.4, -1.8], [0.3, 2.5, 4.2], [-2.4, -0.8, -1.4], [0.3, -0.2, -0.6], [1.8, 1.2, 0.4], [-1.6, -0.3, 1.1], [0.1, 0.9, -2.0], [0.1, 0.3, 0.0], [-0.1, -0.1, 0.0], [-0.7, 0.6, 0.0], [-0.6, -0.2, 1.0], [0.6, -0.2, 0.2], [0.3, -0.5, -0.1], [0.0, 0.1, -0.2], [-0.1, 0.3, 0.3], [0.3, -1.0, -0.5], [-0.6, -0.3, -0.1], [0.7, -0.1, 0.9], [-1.0, 0.2, -0.6], [-0.1, -1.2, 2.1], [0.2, 2.2, 3.0], [1.9, -0.7, -3.0], [-0.8, -0.1, 1.1], [-0.9, -0.4, 1.7], [0.0, -0.7, -1.3], [-0.8, -1.0, -0.6], [0.1, 0.2, -0.4], [-0.2, -0.3, -0.5], [0.4, 0.5, -0.5], [0.5, 1.0, -0.2], [0.7, -0.2, -0.5], [0.0, 0.2, -0.3], [0.0, 0.3, 0.2], [0.2, 0.4, -0.3], [0.4, 0.1, -0.2], [-0.4, 0.1, -0.1], [-0.4, -0.6, 0.4], [-0.6, -0.4, 0.2], [0.3, 0.7, 0.6], [-0.7, -0.1, 0.0], [-2.7, 2.0, -0.7], [0.6, -0.6, -0.2], [1.6, 0.0, 0.4], [-0.4, 0.0, -0.5], [0.9, 0.6, -0.3], [0.9, 0.7, 0.8], [0.5, 0.2, 0.1], [-0.1, -0.1, 0.4], [-0.3, -0.1, 0.0], [-0.1, 0.3, -0.4], [-0.5, -0.3, -0.3], [-0.1, 0.0, 0.2], [0.4, 0.0, 0.0], [0.0, -0.2, 0.1], [0.4, -0.4, 0.2], [-0.1, -0.8, 0.3], [0.6, 0.6, -0.1], [-0.6, -0.5, -0.1], [-0.3, -1.0, 0.1], [-0.7, 0.0, -0.3], [0.2, 0.0, -0.4], [0.7, -0.3, 0.2], [0.1, 0.0, -0.2], [-0.1, -0.3, -0.2], [-0.1, -4.2, 5.4], [-0.5, -4.0, 1.7], [1.0, 1.0, -1.3], [-0.5, 0.5, -0.4], [-0.5, 0.4, -0.5], [-0.3, 8.5, -4.0], [0.8, 0.2, 1.0], [1.4, -1.4, 1.1], [-1.1, -1.0, -3.1], [0.6, 0.0, -5.3], [-0.9, 1.6, -4.2], [1.5, 0.9, 1.4], [0.1, -0.2, 2.4], [-0.8, 0.8, -0.5], [-1.0, -5.5, 6.5], [-2.5, 2.4, 0.0], [3.5, 0.2, -0.8], [-0.3, 0.1, 0.5], [3.2, -3.8, -1.1], [0.1, 4.6, 1.7], [-0.9, -0.8, -1.2], [-0.7, -0.8, 0.7], [-1.0, 0.3, -0.2], [-0.6, -0.5, -0.2], [0.2, 0.8, 0.5], [-1.2, 0.7, 0.1], [-0.3, 0.8, 1.0], [-0.5, 0.1, -0.8], [0.6, -1.4, 0.3], [-0.5, -0.1, 0.1], [1.0, -0.1, 0.2], [0.8, -0.1, -0.6]]}